Computed, not measured: a 3-piece molecular cluster, C16H37O11P2 overall at a distorted geometry, with ωB97M-V with the def2-TZVPD basis set.

Geometry (Å):
O  -2.79468  -5.72805  -1.33714
H  -0.37352  -1.49513  6.67187
O  3.78377  -3.50458  -2.30906
H  -1.78287  -1.58634  1.47379
H  -0.29795  -2.39856  -1.73854
C  1.74969  0.46419  4.94761
H  -1.16526  3.99285  -3.55171
C  -1.81625  4.64203  -2.96951
H  3.21560  -3.75008  -0.33886
H  1.80202  -3.48837  -2.95148
P  -0.26877  5.08868  -0.86412
H  -3.84954  -2.46671  -2.80436
H  -1.17494  -3.86244  -2.91636
C  -2.75402  -2.42229  -2.87818
H  3.15819  -1.13766  -1.58314
C  -2.25116  -3.86774  -2.69437
H  4.25757  -5.01376  -1.00257
O  0.20801  4.79798  0.71335
C  0.48042  7.42488  0.15277
H  2.51038  -4.90483  -1.48181
H  -0.84769  -1.59037  -0.26995
H  2.95595  -2.42156  -3.78113
C  -0.88613  -0.53755  6.59528
C  -1.63649  -2.32042  2.25918
O  -1.02879  5.60455  -2.25816
H  -2.47711  5.17963  -3.64763
C  -2.50151  -4.50538  -1.31517
P  -0.30190  -0.87708  4.02796
H  -0.42154  7.27327  0.74333
H  -2.55917  -2.09260  -3.90615
O  -1.13021  -0.15721  5.24140
C  1.55962  4.39446  0.90604
H  -2.45108  -3.03648  2.21769
H  2.44466  0.42232  5.78806
O  -1.65589  -1.66654  3.55422
C  -0.82285  -1.52796  -1.35347
H  1.65415  3.32357  0.74024
O  1.14953  -0.81802  4.83770
H  -2.68970  -4.48981  -3.47627
O  -2.37643  -3.84909  -0.24326
H  -1.84257  -0.60782  7.11271
H  0.83082  -1.29249  -3.45925
H  0.55366  0.05820  -0.75189
H  -2.97043  -1.36709  -0.99569
H  0.45207  8.42216  -0.28493
H  1.80384  -2.08408  -0.97718
C  1.22233  -0.74072  -2.59630
H  2.30578  0.69368  4.04024
C  0.07786  -0.28678  -1.67583
H  2.23809  4.93659  0.24716
O  0.45115  3.92783  -1.48801
H  1.00778  1.24064  5.13484
H  1.35092  7.35614  0.80665
H  -0.28268  0.23069  7.08337
C  3.42293  -4.35378  -1.23100
O  0.60839  6.46907  -0.90356
H  -2.41722  4.03682  -2.29322
H  1.75570  0.14180  -2.96710
C  2.23910  -1.64795  -1.88037
H  -2.35951  -0.39904  -2.31350
C  -2.28000  -1.38686  -1.83593
H  -0.69926  -2.84546  2.09456
H  -0.48879  0.54992  -2.08722
O  -0.05445  0.04421  2.88331
C  2.64798  -2.80355  -2.80390
H  1.81241  4.61609  1.94397

Cartesian forces (eV/Å) of the 6 atoms listed first:
O 0.047 0.256 -0.578
H 0.007 0.018 0.060
O -0.221 -0.500 -0.039
H 0.051 0.122 0.140
H -0.365 -0.243 0.096
C 0.223 0.340 -0.200

Calculated values
Frontier orbital gap, eV: 3.83
Net charge: -1